--- P ---
{
  "formula": "C10H16",
  "method": "ωB97M-V with the def2-TZVPD basis set",
  "lumo_ev": 1.02,
  "total_charge": 0,
  "e_homo_ev": -9.009,
  "species": ["C", "C", "C", "C", "C", "C", "C", "H", "H", "H", "H", "H", "H", "H", "H", "C", "C", "C", "H", "H", "H", "H", "H", "H", "H", "H"],
  "xyz": [[-0.559, -2.671, 0.530], [0.412, -1.816, -0.236], [1.490, -1.204, 0.412], [2.280, -0.302, -0.273], [1.995, 0.036, -1.597], [1.002, -0.668, -2.255], [0.199, -1.586, -1.594], [-0.120, -3.166, 1.395], [-0.936, -3.485, -0.089], [-1.445, -2.104, 0.815], [1.635, -1.593, 1.410], [3.168, 0.061, 0.207], [2.541, 0.885, -1.982], [0.819, -0.444, -3.302], [-0.491, -2.214, -2.130], [-0.852, 1.696, 0.644], [-2.099, 1.907, 1.503], [-2.400, 3.361, 1.843], [-1.112, 1.741, -0.417], [-0.085, 2.479, 0.717], [-0.304, 0.795, 0.905], [-2.924, 1.418, 0.979], [-2.015, 1.370, 2.449], [-1.508, 3.963, 1.988], [-2.959, 3.882, 1.062], [-3.023, 3.406, 2.735]]
}

--- Q ---
{
  "formula": "C10H16",
  "method": "ωB97M-V with the def2-TZVPD basis set",
  "lumo_ev": 0.92,
  "total_charge": 0,
  "e_homo_ev": -9.113,
  "species": ["C", "C", "C", "C", "C", "C", "C", "C", "H", "H", "H", "H", "H", "H", "H", "H", "H", "H", "C", "C", "H", "H", "H", "H", "H", "H"],
  "xyz": [[-0.138, -2.753, 1.879], [-0.327, -1.800, 0.632], [0.821, -0.752, 0.334], [1.674, -0.741, -0.728], [2.758, 0.173, -0.837], [2.951, 1.046, 0.194], [1.979, 1.121, 1.259], [0.989, 0.162, 1.359], [0.073, -2.186, 2.774], [0.339, -3.649, 1.720], [-1.040, -3.005, 2.278], [-0.470, -2.429, -0.253], [-1.213, -1.287, 0.900], [1.479, -1.360, -1.651], [3.351, 0.100, -1.738], [3.678, 1.886, 0.305], [1.947, 1.836, 2.211], [0.156, 0.243, 2.028], [-1.629, 1.501, -1.544], [-3.041, 1.996, -1.643], [-1.725, 0.634, -0.886], [-1.261, 0.957, -2.443], [-0.920, 2.177, -1.165], [-3.426, 2.277, -0.631], [-3.691, 1.126, -1.971], [-3.314, 2.726, -2.382]]
}

--- R ---
{
  "formula": "C10H16",
  "method": "ωB97M-V with the def2-TZVPD basis set",
  "lumo_ev": 0.97,
  "total_charge": 0,
  "e_homo_ev": -9.115,
  "species": ["C", "C", "C", "C", "C", "C", "C", "C", "H", "H", "H", "H", "H", "H", "H", "H", "H", "H", "C", "C", "H", "H", "H", "H", "H", "H"],
  "xyz": [[-0.663, 2.432, -0.582], [-1.521, 1.116, -0.268], [-0.801, -0.155, -0.747], [-1.540, -1.005, -1.518], [-0.832, -2.094, -2.082], [0.497, -2.232, -1.904], [1.143, -1.409, -1.018], [0.536, -0.362, -0.393], [-1.305, 3.210, -0.999], [0.115, 2.213, -1.457], [-0.186, 2.778, 0.359], [-1.840, 1.016, 0.783], [-2.588, 1.084, -0.873], [-2.633, -0.997, -1.811], [-1.515, -2.807, -2.532], [0.963, -3.114, -2.287], [2.267, -1.582, -0.804], [1.140, 0.329, 0.170], [1.766, 1.286, 3.991], [0.982, 0.987, 2.729], [1.077, 1.721, 4.788], [2.143, 0.467, 4.442], [2.758, 1.815, 4.002], [0.011, 1.561, 2.526], [0.582, -0.076, 2.689], [1.598, 0.993, 1.767]]
}

Relative energies, in kcal/mol, with the most stable structure set to zero: P 0.0; Q 32.7; R 37.6.

--- P ---
{
  "formula": "C4H6N2OS",
  "method": "ωB97M-V with the def2-TZVPD basis set",
  "lumo_ev": [-1.18, -0.99],
  "total_charge": 0,
  "e_homo_ev": [-8.147, -7.828],
  "species": ["H", "N", "C", "O", "C", "C", "C", "N", "S", "H", "H", "H", "H", "H"],
  "xyz": [[-0.365, -0.896, -3.809], [-0.533, -1.547, -3.029], [-0.160, -1.684, -1.879], [0.514, -0.628, -1.134], [0.844, -0.014, 0.067], [-0.014, 0.583, 0.863], [0.400, 1.410, 2.087], [-1.312, 0.724, 0.667], [-2.443, -0.184, 0.139], [-0.398, -2.549, -1.283], [1.940, 0.004, 0.083], [0.701, 2.512, 1.971], [1.253, 0.958, 2.479], [-0.426, 1.310, 2.779]]
}

--- Q ---
{
  "formula": "C4H6N2OS",
  "method": "ωB97M-V with the def2-TZVPD basis set",
  "lumo_ev": 0.39,
  "total_charge": 0,
  "e_homo_ev": -8.276,
  "species": ["C", "C", "C", "C", "N", "N", "O", "S", "H", "H", "H", "H", "H", "H"],
  "xyz": [[0.850, -0.664, -0.839], [-0.404, 0.881, -1.294], [0.711, 0.207, -2.038], [-0.233, -0.497, 2.022], [-0.461, 0.108, -0.186], [-1.172, -0.011, 0.970], [1.638, -1.352, -0.240], [-1.410, 2.134, -1.581], [1.612, 0.772, -2.098], [0.546, -0.417, -2.870], [-0.314, -1.578, 2.052], [0.869, -0.242, 1.827], [-0.540, -0.151, 3.030], [-1.691, 0.810, 1.246]]
}

--- R ---
{
  "formula": "C4H6N2OS",
  "method": "ωB97M-V with the def2-TZVPD basis set",
  "lumo_ev": 0.63,
  "total_charge": 0,
  "e_homo_ev": -9.316,
  "species": ["H", "N", "C", "C", "O", "C", "C", "N", "S", "H", "H", "H", "H", "H"],
  "xyz": [[-1.245, 2.213, -0.131], [-0.220, 2.155, -0.105], [0.159, 0.949, -0.139], [1.618, 0.564, -0.262], [2.135, -0.113, 0.893], [1.723, -0.881, -0.288], [0.313, -1.394, -0.294], [-0.564, -0.221, -0.098], [-2.248, -0.360, 0.073], [2.230, 1.241, -0.849], [2.491, -1.418, -0.834], [0.224, -2.036, 0.585], [0.071, -1.905, -1.183], [-2.276, -0.386, 1.409]]
}

Relative energies, in kcal/mol, with the most stable structure set to zero: P 59.2; Q 19.0; R 0.0.

--- P ---
{
  "formula": "C4H6N2OS",
  "method": "ωB97M-V with the def2-TZVPD basis set",
  "lumo_ev": 0.22,
  "total_charge": 0,
  "e_homo_ev": -8.369,
  "species": ["C", "C", "C", "C", "H", "H", "H", "H", "H", "H", "N", "N", "O", "S"],
  "xyz": [[1.306, 0.130, -2.003], [0.288, -0.065, -0.928], [-0.336, -0.885, 0.990], [-0.913, 0.290, 0.887], [1.472, -0.927, -2.344], [2.372, 0.565, -1.788], [0.975, 0.694, -3.131], [-1.203, -1.950, 2.634], [-0.661, 1.818, 2.547], [-1.275, 1.412, -0.891], [0.427, -1.145, 0.003], [-0.433, 0.855, -0.209], [-0.158, -1.785, 2.032], [-1.860, 0.992, 2.203]]
}

--- Q ---
{
  "formula": "C4H6N2OS",
  "method": "ωB97M-V with the def2-TZVPD basis set",
  "lumo_ev": 0.27,
  "total_charge": 0,
  "e_homo_ev": -8.611,
  "species": ["S", "C", "N", "O", "C", "C", "N", "C", "H", "H", "H", "H", "H", "H"],
  "xyz": [[-3.084, -0.114, -0.028], [-1.456, -0.202, 0.049], [-0.821, -1.366, -0.357], [0.408, -1.664, 0.248], [1.347, -0.726, -0.204], [0.904, 0.617, 0.347], [0.188, 1.458, -0.686], [-0.555, 0.899, 0.354], [-1.387, -2.199, -0.334], [2.367, -1.034, 0.097], [1.325, -0.737, -1.224], [1.486, 1.110, 1.147], [0.252, 2.470, -0.551], [-0.976, 1.488, 1.141]]
}

Relative energies, in kcal/mol, with the most stable structure set to zero: P 15.9; Q 0.0.

--- P ---
{
  "formula": "C4H6N2OS",
  "method": "ωB97M-V with the def2-TZVPD basis set",
  "lumo_ev": 0.78,
  "total_charge": 0,
  "e_homo_ev": -9.021,
  "species": ["O", "C", "N", "C", "C", "C", "S", "N", "H", "H", "H", "H", "H", "H"],
  "xyz": [[0.899, -1.537, -2.315], [0.434, -1.222, -1.291], [-0.922, -0.817, -1.051], [-0.752, -0.638, 0.358], [-0.538, 0.796, 0.836], [0.840, 1.366, 0.405], [2.037, -0.103, 0.582], [0.857, -1.210, 0.065], [-1.708, -1.390, -1.336], [-1.250, -1.234, 1.010], [-0.573, 0.773, 1.825], [-1.183, 1.479, 0.378], [0.727, 1.718, -0.565], [1.133, 2.018, 1.099]]
}

--- Q ---
{
  "formula": "C4H6N2OS",
  "method": "ωB97M-V with the def2-TZVPD basis set",
  "lumo_ev": 0.01,
  "total_charge": 0,
  "e_homo_ev": -8.410,
  "species": ["O", "N", "C", "C", "C", "N", "C", "S", "H", "H", "H", "H", "H", "H"],
  "xyz": [[-0.136, 2.469, -0.621], [-0.392, 1.149, -0.566], [-1.149, 0.767, 0.540], [-1.597, -0.537, 0.698], [-1.026, -1.457, -0.279], [-0.306, -1.131, -1.281], [0.064, 0.190, -1.535], [0.601, 0.684, -2.952], [0.542, 2.753, -1.297], [-1.527, 1.531, 1.173], [-2.313, -0.874, 1.495], [-1.356, -2.490, -0.245], [2.595, 0.555, -0.339], [2.387, 0.732, -0.992]]
}

--- R ---
{
  "formula": "C4H6N2OS",
  "method": "ωB97M-V with the def2-TZVPD basis set",
  "lumo_ev": 0.37,
  "total_charge": 0,
  "e_homo_ev": -8.335,
  "species": ["C", "C", "N", "S", "C", "C", "N", "O", "H", "H", "H", "H", "H", "H"],
  "xyz": [[-1.214, 1.913, -0.006], [-0.142, 0.855, 0.000], [1.091, 1.202, 0.003], [2.176, -0.094, -0.001], [0.890, -1.388, 0.001], [-0.395, -0.615, -0.006], [-1.494, -1.276, -0.002], [-2.623, -0.490, -0.002], [-1.838, 1.787, 0.881], [-1.863, 1.800, -0.858], [-0.725, 2.909, 0.022], [0.961, -2.036, 0.897], [0.963, -1.997, -0.883], [-3.334, -1.111, 0.023]]
}

--- S ---
{
  "formula": "C4H6N2OS",
  "method": "ωB97M-V with the def2-TZVPD basis set",
  "lumo_ev": -1.13,
  "total_charge": 0,
  "e_homo_ev": -8.020,
  "species": ["C", "C", "C", "C", "H", "H", "H", "H", "H", "H", "N", "N", "O", "S"],
  "xyz": [[-2.249, -0.125, -0.190], [0.060, -0.106, -0.358], [1.273, -0.772, -0.318], [2.500, -0.071, -0.224], [-2.060, 1.945, 0.646], [-3.658, 0.930, 0.998], [-3.219, -0.803, -0.482], [0.165, 1.116, -0.302], [1.522, -1.840, 0.128], [3.219, -1.661, 0.340], [-2.672, 1.248, -0.044], [-1.067, -0.739, -0.194], [3.504, -0.693, 0.195], [2.683, 1.572, -0.197]]
}

Relative energies, in kcal/mol, with the most stable structure set to zero: P 0.0; Q 42.0; R 8.0; S 88.1.

--- P ---
{
  "formula": "C4H6N2OS",
  "method": "ωB97M-V with the def2-TZVPD basis set",
  "lumo_ev": 0.78,
  "total_charge": 0,
  "e_homo_ev": -8.459,
  "species": ["C", "C", "N", "N", "C", "C", "S", "O", "H", "H", "H", "H", "H", "H"],
  "xyz": [[2.956, -0.475, 0.024], [1.565, -0.013, 0.013], [1.052, 1.141, -0.051], [-0.307, 0.935, -0.144], [-1.242, 2.003, 0.067], [-0.570, -0.401, -0.036], [-2.005, -1.122, 0.004], [0.636, -1.036, 0.028], [3.135, -1.238, -0.746], [3.174, -0.954, 0.989], [3.663, 0.350, -0.081], [-1.479, 2.052, 1.148], [-0.778, 2.976, -0.240], [-2.200, 1.835, -0.411]]
}

--- Q ---
{
  "formula": "C4H6N2OS",
  "method": "ωB97M-V with the def2-TZVPD basis set",
  "lumo_ev": -0.06,
  "total_charge": 0,
  "e_homo_ev": -8.190,
  "species": ["N", "C", "N", "C", "C", "O", "C", "S", "H", "H", "H", "H", "H", "H"],
  "xyz": [[-0.034, -1.315, 1.474], [-0.157, -0.756, 0.287], [-0.234, -1.515, -0.838], [0.103, 0.616, -0.066], [-0.240, 1.049, -1.438], [-0.077, 2.092, -1.986], [0.639, 1.691, 0.753], [0.839, 1.564, 2.439], [0.025, -2.389, 1.619], [-0.182, -0.558, 2.229], [-0.789, -2.419, -0.795], [-0.119, -1.089, -1.736], [-0.531, 0.283, -2.266], [0.756, 2.747, 0.324]]
}

Relative energies, in kcal/mol, with the most stable structure set to zero: P 0.0; Q 25.7.